Entry 1:
Formula: C3H10N2O
Source: the OMol25 dataset
Level of theory: the ωB97M-V functional and the def2-TZVPD basis

```
16
Properties=species:S:1:pos:R:3:forces:R:3
C -1.3673 -0.2653 -2.7366 -0.7 3.0 -0.2
C -0.4484 1.7138 -1.3733 -1.4 -3.5 -1.0
C 0.1962 -1.2816 2.9707 4.2 0.7 4.2
N 2.1940 -1.0405 3.6228 -1.3 -1.4 -0.5
N -0.2171 0.5568 -2.2408 0.3 -0.8 0.5
O 2.4223 -1.2176 4.8349 -0.6 0.4 -0.5
H -1.8443 0.4231 -3.6133 0.7 -1.9 2.1
H -0.8608 -1.1153 -3.2376 -1.0 0.1 0.6
H -2.2028 -0.4364 -1.8817 1.8 -0.2 -2.1
H -1.1059 1.5166 -0.5728 -1.1 -0.3 1.2
H 0.4269 2.0315 -0.9980 3.3 1.0 1.3
H -0.8239 2.4551 -1.9342 -1.6 2.9 -2.0
H -0.0969 -0.6693 3.8743 -0.3 -0.7 -1.8
H 0.2522 -1.2643 1.9280 -0.5 0.5 -1.4
H 3.0416 -1.3842 3.0702 -1.5 0.4 0.0
H 0.4341 -0.0224 -1.7126 -0.3 -0.3 -0.5
```
Positions in Å, forces in eV/Å.

Results
electronic energy = -304.73150 a.u.
total charge = 0
highest occupied orbital energy (alpha / beta) = -8.9 / -8.3 eV
orbital gap (alpha / beta) = 0.308 / 0.271 Ha


Entry 2:
Formula: C4H7N3
Source: the OMol25 dataset
Level of theory: the ωB97M-V functional and the def2-TZVPD basis

```
14
Properties=species:S:1:pos:R:3:forces:R:3
C -2.1712 -0.4898 1.5904 2.2 -0.3 1.1
N -1.2659 -0.4783 0.7139 1.6 -0.2 1.2
N 0.0326 -0.7151 1.3900 -0.1 0.3 -4.1
C 0.9917 -0.5981 0.4816 0.4 -1.0 4.0
C 1.2085 -0.4007 -0.9769 1.6 1.2 2.4
C 0.8204 1.1969 -1.2461 0.9 0.5 1.6
N 0.3135 0.1287 -1.9085 -4.4 -2.3 -2.7
H -2.9863 0.0430 1.3906 -4.0 1.3 -1.5
H -2.0830 -0.6885 2.6511 0.8 -0.5 0.1
H 1.9165 -0.6646 1.1838 -0.7 0.0 -2.1
H 2.2533 -0.8210 -1.2966 -2.2 1.1 0.3
H 1.6885 1.7396 -1.5812 -0.1 0.2 -0.7
H 0.0455 1.7588 -0.6962 1.0 -0.3 0.6
H -0.7639 -0.0107 -1.6959 3.1 0.0 -0.4
```
Positions in Å, forces in eV/Å.

Results
electronic energy = -320.69887 a.u.
total charge = 0
highest occupied orbital energy = -8.6 eV
SMILES = C=N/N=C\[C@@H]1CN1
orbital gap = 0.349 Ha


Entry 3:
Formula: C3H5N3O
Source: the OMol25 dataset
Level of theory: the ωB97M-V functional and the def2-TZVPD basis

```
12
Properties=species:S:1:pos:R:3:forces:R:3
N 0.1419 -0.5677 -2.2444 2.8 -1.8 -3.2
C 0.2161 -0.2877 -0.9646 -2.6 -0.3 4.4
N -0.6369 0.6225 -0.4184 3.4 -1.9 0.0
C -0.3306 0.4611 0.9065 0.0 -0.1 0.6
O -0.7708 1.4421 1.6853 -1.6 1.8 0.3
C 0.4842 -0.6129 1.2509 -0.6 1.7 1.9
N 0.7845 -1.1164 -0.0059 -0.4 2.0 -0.8
H -0.1469 0.2706 -2.7302 0.2 -0.2 -0.5
H 1.0967 -0.9686 -2.5206 -2.1 1.0 -0.4
H -1.2945 2.0618 1.0802 1.1 -1.3 1.3
H 1.0010 -0.8727 2.2761 -1.2 0.5 -2.7
H 1.2648 -1.9597 -0.0630 0.8 -1.4 -1.0
```
Positions in Å, forces in eV/Å.

Results
electronic energy = -356.79739 a.u.
total charge = 0
highest occupied orbital energy = -7.2 eV
SMILES = Nc1nc(O)c[nH]1
orbital gap = 0.293 Ha


Entry 4:
Formula: C3H7N4S
Source: the OMol25 dataset
Level of theory: the ωB97M-V functional and the def2-TZVPD basis

```
15
Properties=species:S:1:pos:R:3:forces:R:3
C -1.0833 0.5248 -0.0579 -2.5 0.8 -0.5
C 2.9759 -3.0196 0.0670 -0.4 -3.5 -0.3
C -2.7000 2.8585 -0.3578 -1.5 -0.2 0.2
N -0.1510 -0.2917 -0.2711 -0.9 -0.2 0.2
N 0.5805 -1.1591 -0.4098 0.8 -0.5 -0.6
N 2.4584 -2.1921 1.0379 -2.4 3.2 2.2
N 1.6571 -1.4307 1.3128 1.8 -1.6 -0.3
S -1.0483 2.2118 -0.4086 1.5 0.3 0.1
H -2.1367 0.1871 0.0247 1.0 -0.6 0.4
H 2.9874 -4.0790 0.6399 0.1 2.1 -2.0
H 3.9647 -2.6901 -0.1263 1.1 0.0 -0.1
H 2.3685 -2.9156 -0.8668 0.3 -0.5 0.8
H -3.0112 3.1866 -1.3441 -0.5 -1.1 -0.4
H -2.4384 3.8100 -0.0099 0.2 1.6 1.3
H -3.5395 2.4893 0.3170 1.4 0.0 -1.0
```
Positions in Å, forces in eV/Å.

Results
electronic energy = -735.28479 a.u.
total charge = +1
highest occupied orbital energy (alpha / beta) = -11.6 / -11.6 eV
orbital gap (alpha / beta) = 0.247 / 0.247 Ha


ΔE to the lowest compared entry with this formula, charge and spin in kJ/mol, matching the order above: 900.9; 484.2; 157.5; 438.4
Largest force on an atom in Eh/bohr, matching the order above: 0.1168; 0.1108; 0.0996; 0.0895